C29H48AsF8O27 | the ωB97M-V functional and the def2-TZVPD basis

HOMO level (alpha / beta)	-9.71 / -9.70	eV
LUMO (alpha / beta)	-1.598 / -8.845	eV
⟨S²⟩	0.761
total charge	0
2S+1	2
orbital gap (alpha / beta)	8.111 / 0.860	eV

Last column: Löwdin charge in e.
Geometry (Å):
As1 1.0486 -0.1666 1.0884  0.9002
F1 0.3016 0.4471 2.6014  -0.3061
F2 2.1953 1.1615 1.2111  -0.2604
F3 1.7183 -0.6087 -0.4689  -0.2454
F4 -0.0887 -1.6031 0.9834  -0.3002
F5 -0.2133 0.6561 0.2279  -0.2748
F6 2.2024 -1.2918 2.0358  -0.3041
C1 4.7963 2.6514 -1.4754  -0.0827
C2 4.2745 3.9614 -1.9072  -0.4099
O1 5.0542 4.9209 -1.4139  0.1459
C3 6.2780 4.2856 -1.0724  -0.4222
O2 7.3149 4.8271 -0.7542  0.1521
O3 6.1308 2.9108 -1.1114  0.0856
F7 3.0084 4.0973 -1.3979  0.0473
H1 4.8989 1.9080 -2.2659  0.1324
H2 4.1488 2.2682 -0.6867  0.1419
H3 4.2634 4.1145 -2.9864  0.1685
C4 5.1466 -4.1578 2.1379  -0.0679
C5 5.3068 -2.6153 1.9832  -0.2931
O4 5.5805 -2.5249 0.5826  0.1522
C6 6.0148 -3.6602 0.1377  -0.5526
O5 6.7975 -3.8327 -0.8594  0.0725
O6 5.5670 -4.6519 0.8794  0.1037
F8 6.4481 -2.3361 2.5896  0.0986
H4 4.1222 -4.1889 2.5090  0.1209
H5 5.6082 -4.6489 2.9945  0.1227
H6 4.4391 -2.0069 2.2383  0.1423
C7 -5.5406 2.9680 -1.5176  0.0030
O7 -4.4226 3.5072 -0.7697  0.0100
C8 -3.2407 3.3370 -1.2063  -0.5609
O8 -3.0788 2.8702 -2.3796  0.0741
O9 -2.3684 3.8059 -0.2577  -0.0175
C9 -0.9977 3.8216 -0.5967  -0.0620
H7 -5.5172 3.0700 -2.6026  0.0975
H8 -6.3405 3.6888 -1.3482  0.0958
H9 -5.7683 1.9303 -1.2738  0.0947
H10 -0.3015 4.2413 0.1295  0.1066
H11 -0.7037 4.1799 -1.5832  0.0928
H12 -0.7029 2.7814 -0.7352  0.0562
C10 1.3062 -3.3932 -7.4399  -0.0574
O10 1.8018 -2.4098 -6.5244  -0.0253
C11 1.7928 -2.7250 -5.1662  -0.5092
O11 1.1675 -3.6414 -4.6272  0.0953
O12 2.5790 -1.8465 -4.5225  -0.0016
C12 2.3433 -1.5712 -3.1698  -0.0494
H13 1.6709 -4.3298 -7.0182  0.0951
H14 1.6614 -3.0794 -8.4215  0.0901
H15 0.2501 -3.5040 -7.6857  0.0854
H16 1.9389 -2.4692 -2.7028  0.0926
H17 1.5874 -0.7864 -3.1425  0.0740
H18 3.2743 -1.3652 -2.6416  0.1096
C13 1.9656 -1.9568 5.4087  -0.0605
O13 2.6106 -3.0186 6.0657  0.0087
C14 3.8368 -3.3620 5.6230  -0.6275
O14 4.3630 -2.9297 4.6528  0.1486
O15 4.2928 -4.2150 6.4769  0.0409
C15 5.6231 -4.6200 6.2827  -0.0360
H19 2.6213 -1.0965 5.2743  0.0971
H20 1.0941 -1.5265 5.9022  0.0907
H21 1.6727 -2.3008 4.4168  0.0885
H22 6.2407 -3.7343 6.1336  0.1059
H23 5.7559 -5.3645 5.4978  0.0978
H24 5.9913 -5.0655 7.2069  0.0969
C16 -8.0317 -0.6539 1.4121  -0.0643
O16 -6.9559 -0.2431 0.6263  0.0003
C17 -5.7542 -0.4667 1.1713  -0.6094
O17 -5.5311 -0.9419 2.2548  0.1302
O18 -4.8291 0.0392 0.3444  -0.0093
C18 -3.4719 0.0571 0.8364  -0.0093
H25 -7.8675 -0.2623 2.4160  0.0943
H26 -8.1513 -1.7321 1.5180  0.1007
H27 -8.9408 -0.2076 1.0091  0.1007
H28 -2.7754 0.4399 0.0905  0.0871
H29 -3.1110 -0.9181 1.1633  0.1060
H30 -3.4651 0.6491 1.7516  0.0748
C19 -5.8744 -3.6850 -0.6927  -0.0363
O19 -4.9346 -2.7716 -1.3445  -0.0501
C20 -3.5581 -3.0262 -1.1345  -0.4499
O20 -2.9796 -3.8867 -0.4231  0.0937
O21 -2.9394 -2.0918 -1.9291  -0.0202
C21 -1.5545 -1.9365 -1.9380  -0.0675
H31 -6.8801 -3.2675 -0.7399  0.0832
H32 -5.7281 -3.8252 0.3783  0.0898
H33 -5.7774 -4.6393 -1.2104  0.0957
H34 -1.3188 -1.4829 -2.9007  0.0782
H35 -0.7897 -2.6955 -1.7734  0.1072
H36 -1.2993 -1.2724 -1.1122  0.0591
C22 -1.9271 2.4261 4.5344  0.0379
C23 -2.2987 3.6380 3.7212  -0.2176
C24 -3.7281 3.7139 3.2039  -0.0014
O22 -4.2846 4.8125 3.8790  0.2012
C25 -3.3517 5.5176 4.6223  -0.3982
O23 -3.4731 6.4604 5.4258  0.1986
O24 -2.2199 4.8239 4.5042  0.2043
H37 -0.9762 2.6639 5.0113  0.1149
H38 -1.8349 1.5217 3.9331  0.1026
H39 -2.5410 2.1642 5.3961  0.1148
H40 -1.5593 3.8375 2.9456  0.2128
H41 -4.1674 2.7470 3.4493  0.1895
H42 -3.9788 3.6691 2.1441  0.1804
C26 -0.8145 1.0639 -4.7082  -0.0037
C27 0.3080 1.9649 -4.2695  -0.2725
C28 0.7009 1.8424 -2.8199  -0.0434
O25 2.1712 1.9746 -2.8607  0.0675
C29 2.6398 1.7894 -4.0513  -0.5609
O26 3.8172 1.8428 -4.4240  0.1161
O27 1.5693 1.4614 -4.8412  0.0461
H43 -0.7154 0.8220 -5.7664  0.0912
H44 -1.8497 1.3970 -4.7834  0.0889
H45 -0.6603 0.1455 -4.1416  0.0635
H46 0.2953 2.9438 -4.7486  0.1610
H47 0.2133 1.0058 -2.3196  0.1203
H48 0.3628 2.7651 -2.3483  0.0933

---

C29H48BClF3O10 | the ωB97M-V functional and the def2-TZVPD basis

HOMO level	-3.94	eV
LUMO	1.614	eV
total charge	-1
orbital gap	5.555	eV

Last column: Löwdin charge in e.
Geometry (Å):
C1 1.5815 0.2896 0.6453  -0.1435
C2 2.6145 1.4784 0.4042  -0.2481
C3 2.3887 2.3197 -0.9251  -0.2073
C4 2.0518 1.4716 -2.2259  -0.2042
C5 0.8924 2.1415 -3.1379  -0.1982
C6 -0.4386 2.4909 -2.3337  -0.2038
C7 -1.7294 1.6439 -2.8074  -0.1922
C8 -2.4943 0.8970 -1.6353  -0.1248
C9 -3.3256 1.8108 -0.6231  -0.3912
C10 -3.2269 3.3920 -0.6476  -0.0575
C11 -2.6690 4.0961 0.6669  -0.0620
C12 -1.1798 4.6208 0.5922  -0.4430
F1 -0.8107 5.2100 -0.6111  0.0734
F2 -0.2433 3.6618 1.0310  0.0296
F3 -1.0703 5.6623 1.5605  0.0202
O1 -4.7368 1.5533 -0.9091  -0.1259
B1 -5.4592 1.3054 0.3894  -0.5987
O2 -4.4001 1.5142 1.4290  -0.1547
C13 -3.2439 1.0003 0.7716  -0.6409
Cl1 -1.6587 0.9437 1.6717  0.6231
H1 0.6528 0.4927 0.0315  0.0306
H2 2.0539 -0.6506 0.1908  0.0666
H3 1.3583 0.1021 1.7452  0.0638
H4 3.7010 1.1370 0.5035  0.0779
H5 2.4655 2.2118 1.2742  0.1019
H6 3.3792 2.8562 -1.1368  0.1026
H7 1.6491 3.1656 -0.7170  0.0955
H8 1.7178 0.4075 -2.0399  0.0972
H9 3.0183 1.3972 -2.8343  0.1030
H10 0.7286 1.4644 -4.0380  0.0986
H11 1.3463 3.1344 -3.4813  0.1034
H12 -0.3265 2.4303 -1.2027  0.0908
H13 -0.6908 3.5774 -2.5654  0.0919
H14 -1.3052 0.8300 -3.4968  0.0951
H15 -2.4257 2.2538 -3.4763  0.1139
H16 -1.7642 0.2270 -1.0673  0.1018
H17 -3.2487 0.1950 -2.1313  0.1309
H18 -2.6629 3.8316 -1.5302  0.1029
H19 -4.2981 3.7689 -0.7733  0.1348
H20 -2.7628 3.4979 1.6187  0.1087
H21 -3.3110 5.0285 0.8309  0.1340
H22 -5.9994 0.2534 0.5313  0.0602
H23 -6.1264 2.3137 0.5009  0.0568
H24 -3.5954 -0.0422 0.4400  0.1302
O3 6.2516 2.2464 -1.2017  0.1188
C14 6.3705 1.0905 -0.8965  -0.4642
O4 5.3896 0.3583 -0.3031  -0.0108
C15 5.8974 -0.9416 0.0232  -0.1531
C16 7.0801 -1.1491 -0.8968  -0.1603
C17 7.6136 0.2582 -1.0631  -0.0861
H25 6.1847 -0.9486 1.0791  0.1277
H26 5.1191 -1.6891 -0.1358  0.1282
H27 7.8140 -1.8541 -0.5025  0.1176
H28 6.7366 -1.5264 -1.8632  0.1093
H29 8.3252 0.5200 -0.2756  0.1344
H30 8.0539 0.4066 -2.0424  0.0893
O5 -5.4788 -2.9091 -0.1462  0.1161
C18 -6.3206 -2.8711 0.7092  -0.4852
O6 -7.3579 -1.9924 0.7162  0.0158
C19 -8.1041 -2.1468 1.9275  -0.1635
C20 -7.7885 -3.5425 2.4161  -0.1741
C21 -6.3651 -3.7395 1.9400  -0.0813
H31 -7.7826 -1.3760 2.6344  0.1300
H32 -9.1677 -2.0158 1.7220  0.1224
H33 -7.9110 -3.6597 3.4924  0.0890
H34 -8.4447 -4.2654 1.9217  0.1213
H35 -5.6374 -3.3668 2.6645  0.1318
H36 -6.1629 -4.7808 1.6934  0.1270
O7 7.5252 -0.3575 -3.8806  0.1133
C22 8.5618 -0.3175 -4.4860  -0.4650
O8 9.6251 -1.1222 -4.2209  0.0334
C23 10.7307 -0.7398 -5.0493  -0.1634
C24 10.1150 -0.0111 -6.2230  -0.1649
C25 8.8967 0.6400 -5.5984  -0.0718
H37 11.3982 -0.0992 -4.4657  0.1282
H38 11.2793 -1.6293 -5.3614  0.1255
H39 10.7973 0.6960 -6.6966  0.1178
H40 9.7972 -0.7321 -6.9819  0.1210
H41 9.1311 1.6165 -5.1686  0.1384
H42 8.0741 0.7199 -6.3073  0.1316
O9 -7.1918 -5.3272 5.0095  0.1088
C26 -6.3540 -4.8748 5.7420  -0.4795
O10 -5.0294 -5.1613 5.6450  0.0308
C27 -4.3267 -4.5467 6.7326  -0.1628
C28 -5.2185 -3.4160 7.1940  -0.1626
C29 -6.6051 -3.9602 6.9120  -0.0800
H43 -4.1682 -5.2968 7.5132  0.1255
H44 -3.3569 -4.1880 6.3861  0.1287
H45 -5.0583 -3.1392 8.2369  0.1169
H46 -5.0406 -2.5289 6.5793  0.1257
H47 -6.9902 -4.5492 7.7476  0.1320
H48 -7.3030 -3.1672 6.6469  0.1285

---

C29H48BF3N4O7P | the ωB97M-V functional and the def2-TZVPD basis

HOMO level (alpha / beta)	-10.56 / -11.15	eV
LUMO (alpha / beta)	-5.831 / -5.831	eV
⟨S²⟩	2.010
total charge	+1
2S+1	3
orbital gap (alpha / beta)	4.732 / 5.322	eV

Last column: Löwdin charge in e.
Geometry (Å):
C1 1.8113 -2.3749 -1.2585  0.1087
C2 1.2809 -1.7537 -2.4213  -0.0787
C3 0.7733 -1.4347 -3.9517  -0.1480
C4 1.2122 0.0623 -4.4548  0.0570
C5 2.7262 0.4059 -5.0775  0.0192
C6 3.8906 -0.7422 -5.1807  -0.1281
C7 5.2690 -0.4194 -4.3572  -0.0495
C8 5.0667 0.3349 -2.9175  -0.2306
F1 4.0519 -0.2683 -2.0241  0.0090
F2 4.7777 1.7849 -2.9980  0.0142
F3 6.3879 0.2194 -2.1935  -0.0055
C9 2.9552 1.9721 -5.5841  0.0591
B1 4.3809 2.5093 -6.2846  -0.3804
O1 4.9300 1.6942 -7.4249  0.0575
O2 5.0559 3.7640 -5.8007  0.0625
C10 1.7605 3.0876 -5.4584  0.0737
C11 0.3271 2.5915 -4.8245  -0.1240
P1 -1.0688 3.9424 -4.7555  0.7882
O3 -1.2676 4.5692 -6.2187  -0.5017
N1 0.1199 1.1485 -4.3609  -0.0561
O4 -1.1297 0.8782 -3.8644  -0.1041
N2 -1.0966 0.8721 -2.5156  0.0770
O5 -1.3025 2.0110 -2.0651  0.0720
H1 2.4120 -2.8930 -0.3664  0.0938
H2 1.2196 -2.2070 -4.7454  0.1373
H3 -0.4040 -1.6261 -3.9849  0.1405
H4 3.4249 -1.7685 -4.7972  0.1301
H5 4.1620 -0.9020 -6.3292  0.1449
H6 5.9576 0.2487 -5.0290  0.1453
H7 5.8279 -1.4467 -4.1624  0.1628
H8 4.1588 1.0718 -7.6425  0.1104
H9 4.4884 4.1895 -5.0675  0.1244
H10 1.9212 4.2129 -5.8111  0.1499
H11 -0.7006 5.0660 -3.9045  0.0443
H12 -2.3685 3.3787 -4.3968  0.0404
C12 0.6194 4.0869 1.8234  -0.0419
C13 -0.3097 2.8475 1.7342  -0.4650
C14 -1.7547 3.3194 1.4298  -0.1419
C15 -2.3909 4.0429 2.6101  -0.1850
C16 -2.3456 3.1854 3.8709  -0.1313
C17 -0.9591 2.5640 4.1960  -0.4694
N3 -0.2396 2.0266 2.9937  -0.0067
O6 -0.7872 0.7628 2.7035  -0.0445
C18 -0.0440 3.5971 4.9035  -0.0414
C19 -1.1940 1.4854 5.3125  -0.0425
C20 0.2506 2.0747 0.4962  -0.0582
H13 0.7573 4.5437 0.8343  0.0846
H14 0.2273 4.8904 2.4451  0.0571
H15 1.6137 3.8150 2.1948  0.0962
H16 -2.3852 2.4643 1.1523  0.1236
H17 -1.7566 3.9894 0.5568  0.1202
H18 -1.9004 5.0041 2.7907  0.1054
H19 -3.4348 4.2761 2.3707  0.1165
H20 -2.6943 3.7901 4.7188  0.1274
H21 -3.0856 2.3823 3.7482  0.1225
H22 0.9553 3.1802 5.0754  0.0938
H23 -0.4463 3.8755 5.8855  0.0880
H24 0.0678 4.5351 4.3632  0.0580
H25 -1.9396 0.7360 5.0192  0.0688
H26 -1.5753 1.9474 6.2320  0.0876
H27 -0.2650 0.9644 5.5670  0.0882
H28 1.2834 1.7505 0.6730  0.0922
H29 0.2558 2.7138 -0.3956  0.0563
H30 -0.3445 1.1930 0.2321  0.0614
C21 -4.0930 -4.2285 2.5773  -0.0445
C22 -2.9744 -4.4717 1.5300  -0.4766
C23 -2.2657 -5.8132 1.8490  -0.1394
C24 -1.4277 -5.7403 3.1194  -0.1871
C25 -0.4272 -4.5907 3.0538  -0.1347
C26 -1.0229 -3.2222 2.6221  -0.4613
N4 -2.0071 -3.3192 1.4935  -0.0167
O7 -1.2706 -3.4256 0.2986  -0.0554
C27 -1.7080 -2.5161 3.8210  -0.0392
C28 0.1903 -2.2760 2.3083  -0.0460
C29 -3.7693 -4.6155 0.1916  -0.0490
H31 -4.9208 -4.9361 2.4361  0.0889
H32 -3.7750 -4.3794 3.6080  0.0555
H33 -4.5116 -3.2199 2.4879  0.0936
H34 -1.6213 -6.1131 1.0121  0.1231
H35 -3.0100 -6.6164 1.9575  0.1266
H36 -2.0644 -5.6353 4.0029  0.1051
H37 -0.8843 -6.6835 3.2482  0.1157
H38 0.0620 -4.4955 4.0325  0.1254
H39 0.3631 -4.8835 2.3485  0.1183
H40 -2.1840 -1.5810 3.5032  0.0820
H41 -0.9775 -2.2542 4.5965  0.0880
H42 -2.4566 -3.1236 4.3258  0.0593
H43 0.8691 -2.7018 1.5590  0.0423
H44 0.7988 -2.1058 3.2056  0.0910
H45 -0.1476 -1.2982 1.9496  0.0584
H46 -4.3035 -3.6877 -0.0468  0.0851
H47 -4.5171 -5.4151 0.2635  0.0841
H48 -3.1331 -4.8734 -0.6628  0.0720

---

C29H48Cl2N3O4PmSeSi | the ωB97M-V functional and the def2-TZVPD basis

HOMO level (alpha / beta)	-5.17 / -5.17	eV
LUMO (alpha / beta)	0.038 / 0.040	eV
⟨S²⟩	6.004
total charge	0
ΔE to the lowest compared entry with this formula, charge and spin	4.363	eV
2S+1	5
orbital gap (alpha / beta)	5.210 / 5.213	eV

Last column: Löwdin charge in e.
Geometry (Å):
C1 -3.7430 2.7202 -0.7044  -0.0564
C2 -3.1828 2.6961 0.6825  -0.2811
H1 -4.7952 2.9742 -0.6782  0.0571
H2 -3.5831 1.7468 -1.2071  0.0724
H3 -3.2031 3.4705 -1.3057  0.0894
C3 -3.8826 2.6976 1.8347  -0.1754
C4 -5.3517 2.7394 1.8680  -0.1525
H4 -3.3504 2.6915 2.7828  0.0830
H5 -5.8013 2.0599 1.1209  0.0665
H6 -5.7308 3.7605 1.6867  0.0726
H7 -5.6796 2.4270 2.8642  0.0538
Pm1 0.1656 -2.0261 -0.3440  1.1393
Cl1 -0.9595 -4.0792 -1.2364  -0.1392
C5 1.7633 0.0889 2.1644  -0.2783
O1 1.2966 -0.9011 1.5306  -0.2076
N1 2.3941 0.0021 3.3371  -0.1534
C6 2.3954 -1.2382 4.0957  -0.0269
C7 3.0790 1.1363 3.9651  -0.0322
H8 1.6972 1.1086 1.7402  0.1183
H9 2.0284 -2.0452 3.4567  0.0850
H10 1.7529 -1.1459 4.9858  0.0981
H11 3.4208 -1.4509 4.4302  0.0931
H12 3.1430 1.9774 3.2663  0.0982
H13 4.0962 0.8368 4.2657  0.0933
H14 2.5477 1.4752 4.8677  0.0809
H15 4.8425 -3.3354 -1.6118  0.0994
H16 4.6084 -2.1664 -4.3701  0.1042
C8 3.9658 -3.8270 -2.0519  0.0099
C9 3.6657 -2.7212 -4.3144  -0.0011
N2 3.2527 -2.9036 -2.9321  -0.1342
H17 3.2915 -4.1443 -1.2481  0.0993
C10 2.3138 -2.1764 -2.3972  -0.2601
O2 2.0428 -2.3689 -1.1667  -0.2990
H18 2.8827 -2.1608 -4.8364  0.0948
H19 1.8095 -1.3865 -3.0001  0.1232
H20 4.2839 -4.6777 -2.6583  0.0979
H21 3.7943 -3.7030 -4.7708  0.0957
H22 -3.5166 -0.2075 0.4954  0.0789
H23 -4.1822 0.1137 3.5465  0.0938
C11 -3.8892 -1.1576 0.9270  -0.0187
C12 -4.1769 -0.9885 3.3978  -0.0348
N3 -3.3423 -1.3679 2.2627  -0.1615
H24 -3.5985 -1.9810 0.2586  0.0863
C13 -2.1054 -1.8547 2.4281  -0.2679
O3 -1.3499 -2.1043 1.4639  -0.2132
H25 -3.7831 -1.4604 4.3102  0.0903
H26 -1.8126 -2.0099 3.4820  0.1549
H27 -4.9882 -1.1163 1.0034  0.0964
H28 -5.2189 -1.3140 3.2269  0.0967
O4 -2.0173 1.4101 -0.0752  -0.3732
C14 -1.6839 2.4527 0.7146  -0.4091
C15 -1.2432 1.4006 3.0273  -0.0514
C16 -0.9372 2.3350 2.0471  -0.1597
H29 -1.9082 0.5618 2.7708  0.0935
C17 -0.7245 1.5730 4.3188  -0.0916
H30 -1.1349 3.1065 0.0226  0.1221
C18 -0.0270 3.3628 2.2806  -0.0369
H31 -0.9739 0.8468 5.1030  0.0990
C19 0.0930 2.6708 4.5882  -0.1313
C20 0.4649 3.5579 3.5682  -0.0918
H32 0.2344 4.0076 1.4334  0.1198
H33 0.4589 2.8319 5.5981  0.0932
H34 1.1355 4.3958 3.7598  0.1018
Si1 -1.9103 -0.7745 -3.9361  0.3438
Cl2 -1.3986 -0.6563 -1.7626  0.3522
C21 -2.5251 -2.5433 -4.1286  -0.2245
C22 -0.2905 -0.5722 -4.8442  -0.2071
C23 -3.1928 0.3093 -4.6968  -0.1994
H35 -2.7612 -2.9987 -3.1624  -0.0185
H36 -1.7863 -3.2047 -4.5960  0.0310
H37 -3.4288 -2.6126 -4.7486  0.0339
H38 -4.2240 0.0445 -4.3918  0.0451
H39 -3.1726 0.2042 -5.8082  0.0576
H40 -3.0429 1.3792 -4.4771  0.0426
H41 0.4973 -0.1400 -4.2044  -0.0033
H42 -0.3913 0.0995 -5.7175  0.0439
H43 0.1004 -1.5304 -5.2422  0.0353
Se1 1.6094 1.2515 -1.2883  0.5705
C24 3.4229 0.8846 -1.3818  -0.7526
C25 4.2561 1.4804 -2.3595  -0.1490
C26 5.5669 1.0427 -2.5314  -0.1156
C27 6.0945 0.0309 -1.7103  -0.1268
C28 5.2990 -0.5062 -0.6843  -0.1274
C29 4.0010 -0.0598 -0.5048  -0.1748
H44 3.8373 2.2491 -3.0016  0.0856
H45 6.1910 1.4875 -3.3077  0.0946
H46 7.1161 -0.3331 -1.8593  0.0886
H47 5.7030 -1.2702 -0.0160  0.0966
H48 3.3864 -0.4776 0.2899  0.0642